Entry 1:
Here is a single C4H9NO molecule from OMol25. Energies are from ωB97M-V/def2-TZVPD.

```
15
Properties=species:S:1:pos:R:3:forces:R:3
C -0.907 -1.716 0.542 -0.1 0.0 -0.1
C -0.241 -0.987 -0.347 0.3 0.1 0.0
O -0.100 -1.439 -1.631 -0.2 0.1 0.0
N 0.431 0.220 -0.104 0.0 -0.3 -0.2
C 0.621 0.596 1.278 0.1 -0.1 0.0
C 0.043 1.345 -0.936 0.0 0.1 -0.1
H -1.099 -1.375 1.538 0.0 0.2 0.2
H -1.291 -2.676 0.258 0.0 -0.2 -0.1
H 0.648 -0.987 -2.039 0.0 0.0 0.1
H 1.005 -0.259 1.830 0.0 0.0 0.1
H -0.303 0.947 1.757 0.0 0.0 0.0
H 1.356 1.401 1.314 0.0 0.0 0.1
H -0.217 1.008 -1.937 0.0 0.1 0.0
H -0.824 1.875 -0.518 0.0 0.0 0.0
H 0.878 2.045 -1.004 -0.1 0.0 0.0
```
Positions in Å, forces in eV/Å.

SMILES: C=C(O)N(C)C
HOMO-LUMO gap, eV: 9.1
Multiplicity: 1
HOMO level, eV: -8.235
DFT total energy, eV: -7830.64752

Entry 2:
Here is 2 unconnected molecules or ions with the total composition C6H15N3O at a distorted geometry from OMol25. Energies are from ωB97M-V/def2-TZVPD.

```
25
Properties=species:S:1:pos:R:3:forces:R:3
C -1.178 -1.781 0.796 -0.2 -0.5 -0.1
N 0.205 -1.432 0.552 0.6 -0.1 1.0
C 0.869 -0.985 1.557 0.0 -0.5 -0.6
N 0.438 -0.802 2.832 -0.2 0.1 0.2
C 1.300 -0.290 3.880 0.4 0.1 0.2
H -1.766 -0.925 1.145 0.0 -0.2 0.2
H -1.274 -2.575 1.550 0.0 0.0 -0.1
H -1.636 -2.146 -0.137 0.2 0.2 0.4
H 1.926 -0.718 1.413 -0.3 -0.1 0.0
H -0.516 -1.020 3.074 0.1 0.0 -0.1
H 0.729 -0.230 4.816 0.2 0.0 -0.3
H 1.680 0.721 3.642 -0.2 -0.4 0.1
H 2.171 -0.953 4.049 -0.4 0.3 0.0
C -0.877 1.067 -0.196 0.2 0.6 -0.3
N -0.260 0.420 -1.334 -0.1 0.4 -0.7
C -0.059 0.909 -2.590 -0.2 0.2 0.3
C -0.531 2.323 -2.872 -0.1 0.1 -0.5
O 0.484 0.228 -3.446 -0.1 0.1 0.0
H -1.190 2.075 -0.472 0.0 -0.1 0.0
H -0.180 1.159 0.649 -0.2 0.0 -0.3
H -1.763 0.529 0.143 0.1 0.3 -0.2
H 0.081 -0.521 -1.229 0.1 -0.1 0.4
H -1.616 2.420 -2.728 0.3 -0.1 0.0
H -0.042 3.047 -2.215 0.0 -0.1 -0.1
H -0.291 2.547 -3.922 -0.1 0.0 0.5
```
Positions in Å, forces in eV/Å.

SMILES: C/N=C\NC.CNC(C)=O
HOMO-LUMO gap, eV: 9.6
Multiplicity: 1
HOMO level, eV: -8.939
DFT total energy, eV: -12982.67728

Entry 3:
Here is a molecular structure, C15H32HgN3OP at a distorted geometry from OMol25. Energies are from ωB97M-V/def2-TZVPD.

```
53
Properties=species:S:1:pos:R:3:forces:R:3
C 0.845 -3.130 -3.814 0.5 -0.2 -0.2
C 2.148 -2.240 -3.275 -0.4 0.4 -1.5
C 1.677 -0.960 -2.365 1.0 0.8 -1.7
N 2.145 -0.990 -0.926 -2.4 -0.3 0.1
C 1.001 -1.022 0.063 1.2 -0.9 1.1
C -0.094 -2.220 -0.170 0.5 -1.3 -0.8
C 0.687 -3.684 0.030 -1.1 -0.4 0.2
N 1.685 -1.445 1.381 -2.5 2.8 0.7
C 0.724 -0.944 2.479 3.2 -3.1 4.6
O 0.868 -1.401 3.725 -1.8 3.6 -7.8
C -0.322 0.171 1.838 3.2 1.7 0.8
P -0.939 1.611 2.943 -1.3 -2.5 0.4
C -1.173 0.878 4.728 1.0 -0.3 0.5
C -2.641 2.301 2.314 -1.2 1.1 0.4
C -3.877 1.992 3.374 -0.5 0.5 0.5
C 0.509 0.489 0.461 0.0 0.0 -0.6
C -0.118 1.487 -0.677 0.4 0.8 0.2
C 1.057 2.642 -0.965 0.6 -0.8 0.3
C 0.999 3.265 -2.480 0.9 0.5 -0.2
N -0.377 3.304 -3.107 1.3 -1.7 0.7
H -0.156 -2.503 -3.723 2.0 -1.4 0.0
H 0.833 -4.135 -3.212 -0.4 2.0 -1.2
H 0.937 -3.404 -4.968 0.0 0.6 2.6
H 2.963 -2.890 -2.742 -1.7 1.2 -0.9
H 2.656 -1.808 -4.261 -1.0 -0.9 2.3
H 2.176 0.009 -2.852 -1.1 -2.0 1.0
H 0.518 -0.818 -2.504 2.3 -0.3 0.7
H 2.838 -1.747 -0.736 -1.0 0.7 -0.3
H -0.985 -2.238 0.588 1.7 0.1 -1.2
H -0.551 -2.261 -1.259 0.9 0.5 2.2
H -0.026 -4.491 -0.485 1.9 1.7 1.0
H 0.750 -3.999 1.173 0.1 0.9 -2.5
H 1.757 -3.664 -0.456 -2.3 -0.2 1.0
H 2.614 -0.927 1.364 -1.3 -0.8 0.7
H -1.355 -0.257 1.423 1.6 0.9 0.6
H -0.099 0.941 5.244 -2.4 -0.1 -1.1
H -1.391 -0.286 4.627 0.3 2.4 0.1
H -1.974 1.453 5.359 1.6 -1.1 -1.4
H -2.933 1.913 1.249 1.0 0.6 1.6
H -2.567 3.490 2.259 0.0 -2.6 -0.1
H -3.783 2.729 4.305 -0.1 -1.9 -2.0
H -3.943 0.869 3.708 0.3 2.2 -0.5
H -4.930 2.262 2.882 2.5 -0.5 0.7
H 1.502 0.979 0.884 -2.0 -0.8 -0.9
H -0.439 0.958 -1.678 0.7 0.9 2.2
H -1.049 2.101 -0.282 1.7 -1.5 -0.7
H 2.133 2.137 -0.855 -2.3 1.0 -0.2
H 0.972 3.431 -0.102 0.1 -1.3 -1.8
H 1.710 2.614 -3.175 -1.7 1.3 1.5
H 1.492 4.352 -2.477 -1.2 -2.3 0.2
H -0.491 2.355 -3.562 -0.4 1.7 0.7
H -1.137 3.493 -2.417 0.9 -0.2 -0.9
Hg -2.848 -0.763 1.126 -3.3 -1.4 -1.0
```
Positions in Å, forces in eV/Å.

HOMO-LUMO gap, eV: 2.8
Net charge: +2
Multiplicity: 1
HOMO level, eV: -14.464
DFT total energy, eV: -36026.52170

Entry 4:
Here is 32 unconnected molecules or ions with the total composition H64O32 at a distorted geometry from OMol25. Energies are from ωB97M-V/def2-TZVPD.

```
96
Properties=species:S:1:pos:R:3:forces:R:3
O 3.983 3.676 3.134 0.4 0.3 0.6
H 3.299 3.368 3.727 -0.2 0.1 0.1
H 3.712 3.362 2.271 -0.5 0.0 -0.2
O -0.371 0.853 -5.255 -0.1 -0.2 -0.8
H -0.546 1.181 -4.373 -0.2 0.4 0.5
H 0.562 1.018 -5.392 0.2 0.1 -0.2
O 3.650 2.398 0.823 0.0 0.1 -0.4
H 4.585 2.523 0.984 0.5 0.0 -0.1
H 3.486 1.484 1.057 -0.3 -0.7 0.2
O -0.391 2.116 -2.676 0.2 -0.6 -0.3
H -1.078 1.941 -2.034 -0.3 -0.5 0.2
H -0.218 3.054 -2.594 0.2 0.8 -0.2
O 2.516 3.950 -1.172 -0.5 0.4 -0.3
H 3.346 3.942 -1.650 0.0 0.0 -0.2
H 2.708 3.500 -0.350 0.1 -0.2 0.4
O -0.730 4.849 -2.336 0.3 0.1 0.0
H -1.674 4.821 -2.179 -0.6 -0.3 0.1
H -0.475 5.742 -2.103 0.4 0.2 0.0
O -2.891 1.001 -1.303 0.6 0.6 0.2
H -3.031 0.056 -1.243 -0.3 -0.6 -0.5
H -3.223 1.346 -0.475 -0.2 -0.1 0.3
O -1.992 -1.408 -4.625 -0.8 -0.4 0.1
H -1.632 -1.760 -3.811 0.3 -0.2 0.2
H -1.278 -0.893 -5.001 0.4 0.6 -0.2
O 2.373 -3.190 2.357 1.1 0.3 -0.8
H 1.985 -3.269 3.228 -0.6 0.2 0.3
H 1.638 -3.303 1.755 -0.5 -0.4 0.2
O -1.301 0.046 5.054 -0.4 -0.2 0.5
H -1.002 0.796 5.569 0.1 0.1 0.2
H -1.211 0.328 4.144 0.1 0.3 -0.7
O -1.143 -5.446 -0.158 0.1 -0.3 0.2
H -1.114 -4.688 -0.741 -0.3 0.1 -0.6
H -0.295 -5.873 -0.277 0.2 -0.3 0.0
O 5.618 -1.518 1.817 0.6 -0.1 0.1
H 4.772 -1.151 1.560 -0.5 0.2 0.2
H 6.141 -1.500 1.016 0.3 -0.1 -0.1
O -4.289 0.181 1.339 -0.3 -0.3 -0.1
H -4.726 -0.029 2.164 -0.2 -0.2 0.2
H -3.981 1.080 1.453 0.2 0.5 0.0
O -3.328 3.584 -2.052 0.0 0.8 0.3
H -3.411 3.742 -2.993 -0.2 0.0 -0.3
H -3.063 2.667 -1.985 -0.1 -0.7 -0.2
O 0.598 -0.540 -3.048 0.2 -0.5 0.5
H 1.267 -0.848 -3.660 0.1 -0.3 -0.2
H 0.715 0.410 -3.023 -0.3 0.6 0.3
O 3.484 1.976 -3.331 0.0 -0.1 -0.4
H 4.403 2.001 -3.065 0.3 0.0 0.0
H 3.046 1.486 -2.635 -0.2 0.0 0.4
O -2.327 -3.553 -1.650 0.2 0.1 -0.6
H -2.666 -3.002 -0.945 -0.4 0.5 0.9
H -3.023 -3.558 -2.307 -0.1 -0.1 -0.3
O -4.294 -0.978 -2.819 -0.1 -0.2 0.5
H -3.757 -0.884 -3.606 0.6 -0.1 -0.6
H -5.029 -0.380 -2.956 -0.2 0.1 0.1
O -0.305 -4.367 2.164 0.6 0.3 0.5
H -1.119 -3.985 2.490 -0.2 0.2 0.3
H -0.395 -4.347 1.212 -0.4 -0.4 -0.3
O -0.141 3.859 3.045 0.1 0.3 0.6
H -0.935 3.685 3.550 -0.1 0.0 0.2
H -0.281 3.405 2.214 0.2 -0.2 -0.7
O 2.992 -0.704 1.218 0.3 1.4 -0.7
H 2.655 -1.450 1.713 -0.4 -1.1 0.9
H 3.284 -1.079 0.387 -0.2 -0.1 -0.5
O 3.393 -1.272 -1.970 -0.2 0.2 0.4
H 3.642 -0.937 -2.831 0.1 0.1 -0.3
H 4.006 -1.989 -1.805 0.2 -0.4 0.0
O -0.006 2.971 0.378 -0.4 0.7 0.4
H 0.186 3.580 -0.335 0.3 0.5 -0.2
H -0.208 2.145 -0.060 0.1 -0.7 -0.2
O -1.319 0.713 2.332 -0.1 -0.3 0.6
H -1.932 1.357 1.979 -0.2 0.4 -0.1
H -0.636 0.640 1.665 0.5 -0.2 -0.4
O 0.349 -3.083 -1.674 0.4 -0.1 0.4
H 0.781 -2.231 -1.743 0.4 0.3 -0.3
H -0.585 -2.877 -1.659 -0.7 -0.1 -0.2
O -2.770 -1.978 0.613 0.5 -0.5 -0.7
H -2.913 -2.528 1.383 0.1 -0.3 0.4
H -3.335 -1.218 0.752 -0.4 0.6 0.2
O -3.064 2.699 1.314 -0.2 -0.2 0.1
H -3.295 3.421 1.899 -0.2 0.2 0.2
H -2.665 3.123 0.555 0.4 0.3 -0.4
O 1.989 0.480 4.326 0.1 0.2 0.0
H 1.850 1.427 4.325 -0.3 0.2 0.0
H 2.934 0.376 4.213 0.4 -0.1 0.0
O -2.348 -2.482 3.549 -0.1 -0.3 -0.4
H -2.519 -1.554 3.389 0.1 0.5 0.0
H -2.532 -2.602 4.481 0.1 -0.1 0.3
O 0.114 0.485 -0.216 -0.2 -0.3 0.2
H 1.066 0.394 -0.246 0.5 0.0 0.1
H -0.217 -0.323 -0.610 -0.3 -0.3 -0.2
O 1.488 -5.247 -3.015 0.3 -0.4 -0.4
H 0.934 -4.571 -2.623 -0.2 0.6 0.2
H 1.604 -5.895 -2.319 0.1 -0.2 0.1
O 0.735 -1.941 4.209 0.1 -0.8 0.1
H -0.098 -1.683 3.814 -0.3 -0.1 0.0
H 1.218 -1.121 4.307 0.0 0.4 0.2
```
Positions in Å, forces in eV/Å.

HOMO-LUMO gap, eV: 9.5
Multiplicity: 1
HOMO level, eV: -10.046
DFT total energy, eV: -66562.66619

Entry 5:
Here is a molecular structure, C18H27ClNO4P2Tc at a distorted geometry from OMol25. Energies are from ωB97M-V/def2-TZVPD.

```
54
Properties=species:S:1:pos:R:3:forces:R:3
Tc -0.140 0.232 0.058 1.0 0.2 1.9
P 1.911 -0.649 0.063 3.4 -1.6 -1.0
C 2.219 -0.772 -1.743 -0.1 0.3 0.0
C 1.002 -1.422 -2.335 0.4 -0.1 -0.2
N -0.165 -1.080 -1.733 -0.2 1.0 0.8
C -1.341 -1.471 -2.269 -0.5 -0.4 -0.3
C -1.385 -2.363 -3.330 -0.3 0.4 0.2
C -0.201 -2.771 -3.925 0.1 -0.1 0.1
C 1.001 -2.271 -3.435 0.4 0.2 0.3
C -2.586 -0.856 -1.702 0.1 0.0 0.3
P -2.095 0.692 -0.826 -3.8 0.3 -2.6
H 1.968 -2.519 -3.870 -0.3 0.0 -0.1
H -2.367 -2.676 -3.671 0.3 -0.1 -0.2
H -0.221 -3.460 -4.765 0.1 0.1 0.1
H -3.297 -0.610 -2.499 0.1 -0.2 0.1
H -3.084 -1.525 -0.987 0.1 0.1 -0.1
H 2.275 0.330 -2.052 0.1 -1.6 0.2
H 3.154 -1.309 -1.945 -0.2 0.1 -0.1
H 1.157 2.616 -1.437 1.3 -0.5 -1.6
O 1.742 2.007 -2.040 -1.2 0.9 0.9
H 1.769 2.384 -2.936 -0.1 0.0 0.4
H -0.016 2.655 0.172 0.1 1.8 -1.1
O 0.096 3.316 -0.583 -0.6 -0.5 1.9
H 0.174 4.183 -0.135 0.1 -0.4 -0.4
C -2.229 1.951 -2.124 0.3 0.1 0.1
H -3.186 1.817 -2.643 0.2 0.1 0.1
H -2.174 2.939 -1.655 -0.1 -0.2 -0.2
H -1.397 1.852 -2.831 -0.2 0.1 0.1
C -3.481 1.038 0.267 0.2 0.1 0.6
H -3.243 1.949 0.828 -0.3 -0.1 -0.1
H -4.391 1.186 -0.326 0.2 0.0 0.1
H -3.606 0.202 0.965 -0.1 0.2 -0.1
C 2.127 -2.311 0.759 -0.3 0.1 0.1
H 3.137 -2.672 0.519 -0.3 0.0 0.1
H 1.992 -2.234 1.849 0.1 -0.2 -0.3
H 1.365 -2.988 0.347 0.3 0.1 0.2
C 3.332 0.301 0.630 -0.3 0.3 0.3
H 3.142 0.604 1.667 0.4 0.0 -0.2
H 4.225 -0.335 0.573 -0.1 0.2 0.0
H 3.430 1.185 -0.012 0.1 -0.1 0.2
Cl -0.053 1.859 8.345 0.0 -0.1 -0.5
C -0.132 1.570 6.659 0.1 0.2 0.7
C -0.463 0.290 6.189 0.2 0.8 1.9
C -0.531 0.055 4.817 0.1 0.3 -1.7
C -0.252 1.111 3.949 0.0 -0.1 -0.7
C 0.089 2.386 4.397 -0.2 -0.8 -1.5
C 0.147 2.618 5.769 -0.1 -0.1 2.1
C -0.265 0.856 2.511 0.2 -0.3 -1.4
O -0.661 -0.274 2.036 0.3 0.8 -0.4
O 0.179 1.714 1.657 -0.6 -1.2 0.5
H -0.661 -0.504 6.901 0.0 0.0 0.0
H -0.783 -0.928 4.420 0.0 0.2 0.1
H 0.312 3.177 3.683 0.0 -0.1 0.2
H 0.411 3.598 6.152 0.0 0.0 0.1
```
Positions in Å, forces in eV/Å.

<S²>: 3.78
HOMO-LUMO gap (alpha / beta), eV: 7.3 / 3.8
Net charge: +3
Multiplicity: 4
HOMO level (alpha / beta), eV: -17.801 / -17.787
DFT total energy, eV: -62055.16135

Entry 6:
Here is 2 unconnected molecules or ions with the total composition C3H8NO2S2 at a distorted geometry from OMol25. Energies are from ωB97M-V/def2-TZVPD.

```
16
Properties=species:S:1:pos:R:3:forces:R:3
N -2.145 -1.542 -2.531 0.7 -0.8 0.0
C -1.127 -0.696 -1.814 0.2 -0.2 -0.7
O -1.050 -0.876 -0.587 -0.2 -0.1 0.4
O -0.416 0.040 -2.532 -0.8 -0.2 0.0
H -2.109 -2.444 -2.031 -0.1 0.6 -0.2
H -3.058 -1.189 -2.312 -0.4 0.4 0.1
C 1.458 0.799 -0.340 0.6 -0.3 1.3
C 0.741 0.618 1.004 0.0 0.1 0.9
S 1.883 0.853 2.554 -0.7 -0.3 -1.0
S 0.704 -0.065 4.002 0.6 0.2 -0.5
H 2.401 0.219 -0.328 -0.4 0.1 -0.2
H 1.733 1.852 -0.504 -0.2 -0.3 0.0
H 0.762 0.423 -1.103 0.4 0.3 -0.1
H 0.299 -0.375 1.193 0.4 0.5 -0.5
H -0.094 1.339 1.093 0.5 -0.3 0.1
H 0.018 1.042 4.237 -0.5 0.2 0.4
```
Positions in Å, forces in eV/Å.

HOMO-LUMO gap, eV: 7.2
Net charge: -1
Multiplicity: 1
HOMO level, eV: -4.310
DFT total energy, eV: -30498.03368